Density functional theory data (ωB97M-V/def2-TZVPD) for C29H61AlBBrN3O10 as an isolated structure.

Results
- Frontier orbital gap: 7.77 eV
- Charge: -1
- HOMO energy: -5.302 eV
- Spin multiplicity: 1

Geometry as XYZ:
```
106
Properties=species:S:1:pos:R:3:forces:R:3
C -0.9704 -4.8342 2.4890 -0.1 0.1 -0.1
O -2.1237 -4.0835 2.2768 -0.4 0.1 0.1
C -2.3361 -3.6680 0.9168 0.1 0.3 0.2
Al -2.8534 -1.7334 0.8170 -0.3 0.1 -0.3
Br -2.1362 -0.9666 -1.3534 0.1 -0.1 0.2
C -4.8340 -1.3871 0.8542 -0.2 -0.2 0.0
B -5.5016 -2.6489 0.3250 -0.2 -0.1 0.0
O -5.2839 -3.0976 -0.9875 0.1 0.0 -0.1
O -6.3382 -3.4107 1.1327 0.4 0.0 0.5
C -1.8786 -0.6388 2.2024 0.4 -0.1 0.3
C -1.5678 -1.4305 3.3854 -0.2 -0.1 0.1
O -0.4705 -1.8925 3.6584 0.7 0.1 -0.2
C -2.6817 -1.7536 4.3345 0.0 0.1 -0.1
C -3.8893 -1.0872 4.3392 -0.1 0.1 0.0
C -4.8701 -1.4197 5.2518 -0.1 0.1 0.0
C -4.6518 -2.4260 6.1646 -0.2 0.0 0.1
C -3.4536 -3.1076 6.1532 0.1 -0.1 0.1
C -2.4788 -2.7705 5.2451 0.1 -0.2 0.2
H -1.0450 -5.2787 3.4713 0.0 -0.2 0.4
H -0.0858 -4.2043 2.4617 0.3 0.2 0.0
H -0.8629 -5.6271 1.7510 0.0 -0.3 -0.2
H -3.0558 -4.3558 0.4667 -0.2 -0.2 -0.2
H -1.4266 -3.7924 0.3334 0.4 -0.1 -0.1
H -5.1876 -1.1465 1.8494 -0.1 0.2 0.2
H -4.9903 -0.5552 0.1780 0.2 0.4 -0.2
H -4.7794 -3.9116 -1.0217 0.0 -0.1 -0.2
H -6.3063 -4.3407 0.9021 -0.3 -0.1 -0.2
H -2.4772 0.2180 2.4729 -0.4 0.2 -0.1
H -0.9478 -0.2566 1.8101 0.3 0.0 -0.4
H -4.0762 -0.3044 3.6333 -0.1 0.3 -0.3
H -5.8050 -0.8922 5.2362 -0.3 0.2 0.0
H -5.4113 -2.6803 6.8808 -0.3 -0.1 0.2
H -3.2818 -3.9048 6.8516 0.1 -0.3 0.2
H -1.5407 -3.2870 5.2241 0.3 -0.2 0.0
C 2.7581 5.1940 1.2910 0.0 0.0 0.0
O 1.8520 5.7230 2.2342 0.0 -0.1 0.0
C 0.9355 6.6701 1.7044 0.0 0.1 0.0
C -0.4783 6.1464 1.7897 0.0 -0.1 0.0
N -0.6657 5.0317 0.8766 0.1 0.0 0.1
C -1.9428 4.3391 1.0056 0.0 0.0 -0.1
C -2.2034 3.5906 2.3048 -0.1 0.0 0.1
O -1.3520 2.4840 2.4987 0.0 0.1 0.0
C -0.1331 2.7286 3.1637 0.0 -0.1 0.1
H 3.4269 4.5250 1.8295 0.0 0.0 0.0
H 2.2483 4.6281 0.5047 0.0 0.0 0.0
H 3.3524 5.9843 0.8190 0.0 0.0 0.0
H 1.1869 6.9028 0.6655 0.0 0.0 0.0
H 1.0207 7.5890 2.2928 0.0 0.0 0.0
H -1.1721 6.9471 1.5147 0.0 0.0 0.0
H -0.6706 5.8847 2.8415 0.0 0.1 0.0
H 0.0795 4.3628 1.0246 0.0 0.0 0.0
H -2.0129 3.6164 0.1906 0.0 0.0 0.0
H -2.7470 5.0678 0.8574 0.0 0.0 0.0
H -3.2181 3.1868 2.2495 0.0 0.0 0.0
H -2.1692 4.2517 3.1818 0.1 0.0 0.0
H -0.2308 3.5356 3.8973 0.0 0.0 0.0
H 0.6831 2.9777 2.4764 0.0 0.1 0.0
H 0.1348 1.8093 3.6849 0.0 0.0 0.0
C -0.7674 -0.1253 -9.4122 0.0 0.0 0.0
O -0.5230 -1.2795 -8.6422 0.0 0.0 0.0
C 0.8527 -1.5815 -8.4505 0.1 -0.1 -0.1
C 1.2331 -1.4741 -6.9936 -0.1 0.0 0.1
N 1.1937 -0.0914 -6.5487 -0.1 0.0 0.0
C 1.3919 0.0891 -5.1096 0.0 0.0 -0.1
C 0.3212 -0.4599 -4.1791 0.1 -0.1 0.1
O -0.9112 0.2084 -4.3088 0.0 0.2 -0.2
C -1.7921 -0.3104 -5.2750 -0.2 0.0 0.1
H -1.8465 -0.0400 -9.5253 0.0 0.0 0.0
H -0.3890 0.7825 -8.9292 0.0 0.0 0.0
H -0.3140 -0.2033 -10.4072 0.0 0.0 0.0
H 1.4738 -0.9091 -9.0505 0.0 0.0 0.0
H 1.0233 -2.6059 -8.7958 0.0 0.0 0.0
H 2.2527 -1.8534 -6.8690 0.0 0.0 0.0
H 0.5612 -2.1318 -6.4229 0.1 0.0 0.0
H 0.2963 0.3019 -6.8039 0.0 0.0 0.0
H 1.4837 1.1584 -4.9172 0.0 0.1 0.0
H 2.3506 -0.3556 -4.8408 0.1 -0.1 0.0
H 0.6465 -0.3048 -3.1476 0.0 0.0 0.0
H 0.1773 -1.5415 -4.3004 0.0 0.0 0.0
H -1.6772 -1.3937 -5.3799 0.0 0.0 0.0
H -1.6647 0.1533 -6.2620 0.0 0.0 0.0
H -2.8053 -0.1038 -4.9306 0.0 0.0 0.0
C 2.4837 -0.7634 3.0688 0.0 0.0 0.1
O 3.8820 -0.4931 3.0700 -0.1 0.0 -0.1
C 4.7043 -1.6328 2.8958 0.0 0.0 0.2
C 5.4914 -1.5096 1.6139 0.0 0.1 0.0
N 4.6096 -1.6146 0.4657 0.1 0.1 0.0
C 5.2384 -1.2873 -0.8012 -0.1 -0.1 -0.1
C 5.6905 0.1538 -0.9967 0.2 0.0 -0.1
O 4.6279 1.0817 -1.0441 -0.1 0.0 -0.1
C 4.1970 1.6125 0.1930 0.0 0.0 0.0
H 1.9855 0.1801 3.2765 -0.1 0.0 0.0
H 2.1242 -1.1453 2.1088 0.0 0.0 0.0
H 2.2098 -1.4796 3.8452 0.0 0.0 0.0
H 4.1037 -2.5468 2.8892 0.0 0.0 0.0
H 5.4008 -1.6857 3.7395 0.0 0.0 0.0
H 6.2377 -2.3090 1.5575 0.0 0.0 0.0
H 6.0309 -0.5507 1.6608 0.1 -0.1 0.0
H 3.8152 -1.0030 0.6057 -0.1 -0.1 0.0
H 4.5284 -1.5269 -1.5962 0.0 0.0 0.0
H 6.1057 -1.9423 -0.9401 0.0 0.0 0.0
H 6.1944 0.2192 -1.9659 0.0 0.0 0.0
H 6.4202 0.4589 -0.2354 0.0 0.0 0.0
H 5.0270 1.6937 0.9023 0.0 0.0 0.0
H 3.4012 1.0208 0.6543 0.0 0.0 0.0
H 3.8037 2.6081 -0.0078 0.0 0.0 0.0
```
Positions in Å, forces in eV/Å.